This record from the Open Molecules 2025 dataset describes C31H39MoN5O5S as an isolated structure at a distorted geometry. The level of theory is ωB97M-V/def2-TZVPD.

Values from the calculation:
Kohn-Sham gap (spin up / spin down) (eV): 6.118 / 6.034
Energy above the lowest of the compared OMol25 structures with the same formula, charge and spin (eV): 1.736
Multiplicity: 3
E_HOMO (spin up / spin down) (hartree): -0.49321 / -0.49266
Energy (Eh): -2320.58299
Charge: +2
LUMO (spin up / spin down) (eV): -7.30 / -7.37

Element x y z (Å)
Mo  1.4151  -1.2196  0.5461
O  1.7165  0.7991  -3.4934
C  0.8861  -0.1092  -4.0647
C  0.3401  0.2262  -5.2973
C  -0.4635  -0.6739  -5.9672
C  -0.7312  -1.9322  -5.4258
C  -0.2211  -2.2670  -4.1962
C  0.5743  -1.3543  -3.4796
C  1.0064  -1.7054  -2.1480
O  1.4720  -0.7795  -1.2949
N  0.9428  -2.9430  -1.6960
N  1.3951  -2.9374  -0.4276
C  1.9774  -3.9620  0.1764
C  3.0162  -3.5480  1.0732
C  3.8477  -4.4006  1.8018
C  4.9175  -3.8728  2.4938
C  5.1416  -2.4971  2.4661
C  4.2665  -1.6977  1.7617
N  3.2348  -2.1969  1.0738
H  2.2170  0.3930  -2.7811
H  0.5909  1.1889  -5.7232
H  -0.8751  -0.4056  -6.9310
H  -1.3329  -2.6439  -5.9733
H  -0.4300  -3.2273  -3.7462
H  1.8076  -4.9847  -0.1353
H  3.6422  -5.4627  1.8016
H  5.5871  -4.5166  3.0477
H  5.9785  -2.0560  2.9875
H  4.3910  -0.6222  1.7228
C  1.5176  -3.0502  7.1137
O  1.4541  -1.6240  7.0340
C  1.3611  -1.0352  5.8654
C  1.3649  0.3831  5.8908
C  1.3978  1.0927  4.7357
C  1.3901  0.4515  3.4650
C  1.5668  1.1876  2.2653
C  1.6593  2.6786  2.2831
O  1.6895  0.6236  1.1162
C  1.2522  -0.9760  3.4684
O  1.1466  -1.5769  2.2898
C  1.2587  -1.7027  4.6441
H  1.7480  -3.2798  8.1478
H  2.3032  -3.4389  6.4639
H  0.5574  -3.4950  6.8488
H  1.3530  0.8678  6.8573
H  1.4354  2.1715  4.7911
H  2.5330  2.9963  2.8539
H  0.7776  3.1059  2.7612
H  1.7429  3.0537  1.2667
H  1.1595  -2.7780  4.5807
C  -2.4890  5.3749  -2.6027
C  -1.5202  4.5189  -3.4175
C  -1.4068  3.0797  -2.9073
C  -0.5816  3.0109  -1.6194
N  -0.4242  1.6635  -1.0686
C  -1.3685  0.9917  -0.4207
S  -1.1077  -0.5810  0.2801
N  -2.5598  1.5488  -0.2861
C  -3.7742  0.9610  0.2818
C  -4.9170  1.0629  -0.7272
C  -4.6442  0.3486  -2.0529
C  -4.4296  -1.1554  -1.8962
H  -2.5045  6.3949  -2.9840
H  -2.2042  5.4274  -1.5495
H  -3.5059  4.9829  -2.6671
H  -0.5291  4.9810  -3.4126
H  -1.8581  4.4952  -4.4538
H  -0.9200  2.4538  -3.6549
H  -2.4096  2.6730  -2.7455
H  -1.0076  3.6567  -0.8461
H  0.4229  3.3770  -1.8319
H  0.4089  1.1664  -1.3096
H  -2.7022  2.4390  -0.7416
H  -4.0344  1.5045  1.1917
H  -3.5702  -0.0719  0.5477
H  -5.1261  2.1208  -0.9175
H  -5.8098  0.6374  -0.2656
H  -3.7723  0.7871  -2.5492
H  -5.4992  0.5249  -2.7073
H  -3.5042  -1.3773  -1.3602
H  -4.3715  -1.6374  -2.8719
H  -5.2593  -1.6070  -1.3493